Formula: C5H9NO
Source: the Open Molecules 2025 dataset
Level of theory: ωB97M-V/def2-TZVPD

```
16
Properties=species:S:1:pos:R:3:forces:R:3
C -1.2734 -0.2687 1.0406 -0.2 0.1 -0.2
C -1.4198 0.2449 -0.2333 -0.2 -0.3 0.3
N -0.9018 1.5468 -0.5455 0.0 0.0 -0.1
C 0.1948 0.7839 -1.0516 0.5 -0.1 -0.1
C 1.3260 0.5155 -0.2910 -0.1 0.3 -0.2
C 1.1846 -1.2593 0.5448 -0.1 -0.3 0.0
O 1.0061 -2.1786 -0.2322 0.1 0.3 0.2
H -1.1000 0.4227 1.8634 0.0 -0.1 -0.1
H -1.7416 -1.2201 1.2783 0.1 0.1 -0.1
H 0.1703 -0.7181 0.9852 0.1 0.0 -0.1
H -1.9040 -0.3377 -1.0162 0.1 0.1 0.1
H -1.4248 1.9901 -1.2938 0.1 0.0 0.1
H 0.1359 0.4053 -2.0724 0.0 0.1 0.2
H 1.4971 1.1294 0.5921 0.0 -0.1 -0.1
H 2.2166 0.2123 -0.8358 -0.1 0.0 0.1
H 2.0340 -1.2683 1.2673 -0.1 0.0 -0.1
```
Positions in Å, forces in eV/Å.

Values from the calculation:
Orbital gap (eV): 8.69
Calculated total energy (a.u.): -325.73811
HOMO level (eV): -8.4
ΔE to the lowest compared entry with this formula, charge and spin (kcal per mole): 125.2
Charge: 0

---

Formula: C3H2O2
Source: the Open Molecules 2025 dataset
Level of theory: ωB97M-V/def2-TZVPD

```
7
Properties=species:S:1:pos:R:3:forces:R:3
C 1.1929 0.5671 -0.0032 -0.5 -0.6 0.7
C 0.5529 -0.0899 0.7652 0.2 0.4 -0.6
O -0.1464 -0.7842 1.6223 0.9 0.0 0.9
C -1.3946 -1.1700 1.2955 -1.7 -0.4 -0.7
O -2.1121 -1.7281 2.0601 0.5 0.2 -0.1
H 1.7841 1.1281 -0.6593 0.4 0.4 -0.4
H -1.6714 -0.9116 0.2546 0.2 0.0 0.2
```
Positions in Å, forces in eV/Å.

Values from the calculation:
Orbital gap (eV): 11.29
Calculated total energy (a.u.): -265.89793
HOMO level (eV): -10.4
SMILES: C#COC=O
ΔE to the lowest compared entry with this formula, charge and spin (kcal per mole): 33.5
Charge: 0

---

Formula: C40H103B2N9O17
Source: the Open Molecules 2025 dataset
Level of theory: ωB97M-V/def2-TZVPD

```
171
Properties=species:S:1:pos:R:3:forces:R:3
O 4.3739 19.7382 -3.0926 -1.4 -0.5 -1.1
C 3.4395 19.2528 -3.7141 2.0 0.2 1.4
O 2.2122 19.6676 -3.7312 -1.5 0.5 0.0
B 1.3816 18.8170 -4.6208 -0.1 -0.6 -0.6
O 2.2344 17.6688 -4.9792 1.4 0.9 0.8
C 3.4794 17.9304 -4.4734 0.4 -2.2 -0.3
O 4.4207 17.1670 -4.4814 -1.3 1.1 -0.4
O 1.0019 19.5784 -5.8160 -2.3 0.4 -0.7
C -0.3657 19.5783 -5.9477 0.1 1.6 -0.5
O -1.0761 20.1563 -6.7598 2.1 -1.1 1.1
C -0.9397 18.7926 -4.7630 -3.3 -1.2 -1.1
O 0.0764 18.3086 -4.0653 -0.7 0.6 0.5
O -2.1854 18.5791 -4.7256 4.5 0.4 1.0
B 10.1113 10.3576 -4.1671 0.0 0.0 0.0
H 10.4378 10.6842 -3.1919 1.4 1.5 4.0
H 9.4158 11.0468 -4.6204 -2.6 3.1 -1.8
H 10.9396 10.1445 -4.8249 3.5 -0.7 -2.7
H 9.5336 9.4528 -4.0579 -2.3 -4.0 0.6
C -9.2905 22.8184 -6.2282 -0.9 0.2 0.7
C -9.7946 22.3969 -7.6126 0.1 0.6 1.2
C -10.3059 23.5472 -8.3775 -0.4 1.3 -1.1
O -10.5002 23.2350 -9.7399 -0.1 2.1 -1.5
C -10.8167 24.4834 -10.4397 -1.1 -0.7 -0.2
N -8.7381 21.8049 -8.3704 0.9 -1.5 0.1
H -9.0522 21.8905 -5.7083 0.1 0.2 0.3
H -10.0624 23.3608 -5.6823 -0.5 -0.3 0.3
H -8.4670 23.5237 -6.1164 0.5 -0.3 -0.9
H -10.5989 21.6881 -7.4154 0.0 -0.3 -0.3
H -9.5469 24.3270 -8.3141 0.2 0.4 0.1
H -11.2632 23.9816 -8.0895 0.0 -0.1 1.0
H -11.1850 24.2827 -11.4457 0.4 -0.6 0.0
H -10.1099 25.3074 -10.5371 1.1 -0.7 0.4
H -11.6622 25.0244 -10.0146 -0.4 -0.4 0.7
H -8.4259 21.0598 -7.7643 0.0 -0.9 -0.2
H -7.9042 22.3686 -8.2870 0.1 0.8 -0.4
C 3.4756 12.6593 -9.2792 0.2 -0.4 0.7
C 4.8779 12.2103 -8.7209 -0.3 -1.2 -1.6
C 5.1492 10.6817 -9.0933 -2.3 1.5 -0.1
O 6.3887 10.2166 -8.8385 1.8 0.9 0.7
C 6.5657 8.8531 -8.8236 0.2 -1.0 -0.2
N 5.8992 13.0675 -9.2895 0.4 0.9 0.3
H 2.6275 12.2359 -8.7410 0.0 -0.3 0.0
H 3.3631 12.4508 -10.3431 0.2 -0.5 -0.1
H 3.3206 13.7373 -9.2339 0.4 0.1 0.4
H 4.9562 12.2870 -7.6365 -0.2 0.1 0.0
H 4.9125 10.5408 -10.1479 -0.2 0.1 -0.6
H 4.3900 10.1213 -8.5477 -0.3 -0.3 0.3
H 6.1982 8.3438 -9.7144 -0.1 0.2 -0.7
H 6.0340 8.3381 -8.0235 0.0 0.2 0.6
H 7.6376 8.6637 -8.7668 -0.1 0.0 0.3
H 5.6696 13.9785 -8.9185 0.5 0.4 0.7
H 5.7558 13.3009 -10.2616 -0.2 -0.9 -0.6
C 1.7580 19.4852 3.7935 0.7 -0.4 -0.3
C 0.5653 18.4908 3.6357 1.7 -0.4 3.4
C 0.1432 17.8489 5.0493 0.8 1.5 -2.5
O 1.1000 16.9180 5.4809 -0.4 -0.7 0.3
C 0.6441 16.1078 6.5670 0.2 0.5 -0.1
N -0.5647 19.2034 3.0929 0.4 0.0 -0.1
H 2.0218 19.7557 2.7711 0.3 0.3 0.0
H 2.6823 19.1340 4.2522 -0.1 -1.1 -0.3
H 1.7017 20.4004 4.3829 -1.4 0.2 -0.1
H 0.8541 17.7626 2.8778 0.5 -0.6 0.6
H -0.8791 17.5388 4.8330 -0.1 -1.0 0.5
H 0.0776 18.7218 5.6988 -0.1 0.0 0.5
H 1.3388 15.2984 6.7912 0.0 -0.1 -0.7
H -0.3530 15.7378 6.3285 0.0 -0.2 0.2
H 0.6361 16.6647 7.5039 -0.4 0.4 0.1
H 0.0350 19.8561 2.6088 -1.2 1.0 -1.0
H -0.8405 18.5126 2.4096 -1.0 0.6 -0.6
C 5.0031 26.1362 -0.7142 0.9 -1.2 -0.6
C 5.5708 26.9371 -1.8949 0.0 0.2 -0.5
C 6.7553 26.4072 -2.7200 0.7 0.6 0.8
O 7.9468 26.6195 -1.9863 1.3 -0.2 -0.3
C 9.0228 25.8040 -2.4994 -0.7 -0.1 1.1
N 4.4920 27.1887 -2.8611 -0.7 0.0 0.6
H 4.5759 25.2340 -1.1520 -0.6 0.0 0.1
H 4.2967 26.6412 -0.0554 -0.1 0.2 -0.5
H 5.7615 25.6945 -0.0678 0.4 0.5 0.0
H 5.9355 27.8833 -1.4949 0.0 0.2 -0.1
H 6.8435 27.0667 -3.5833 -0.3 0.1 -0.4
H 6.7315 25.3890 -3.1082 -0.5 -0.3 0.3
H 9.9823 26.0468 -2.0428 -0.3 0.4 0.3
H 9.2002 25.8480 -3.5739 -0.5 0.1 -0.2
H 8.7373 24.8120 -2.1494 0.5 -0.5 -0.6
H 3.8116 26.4522 -2.7399 -0.3 0.0 -0.2
H 4.7756 27.1500 -3.8297 0.3 0.1 0.0
C -9.4239 13.5167 -15.6056 1.6 -0.4 1.1
C -9.0262 14.6145 -14.5469 -0.2 -2.5 0.1
C -7.7349 14.2053 -13.6280 -1.2 1.7 -1.8
O -7.7110 15.0610 -12.5289 -0.5 -0.2 1.3
C -6.9752 14.5326 -11.4288 -0.2 0.3 -0.4
N -8.9307 15.8713 -15.2317 0.4 0.4 0.7
H -10.4420 13.5893 -15.9882 0.1 0.3 0.1
H -9.2980 12.5570 -15.1042 -0.3 -0.4 -0.2
H -8.7073 13.5316 -16.4267 -0.1 0.0 -0.2
H -9.9449 14.5975 -13.9607 0.4 0.5 0.9
H -6.8282 14.4585 -14.1774 0.2 -0.3 -0.7
H -7.6681 13.1468 -13.3765 -0.5 -0.1 0.1
H -7.0291 15.2352 -10.5972 0.1 0.1 -0.2
H -5.9375 14.3813 -11.7259 0.2 -0.1 0.1
H -7.3987 13.5928 -11.0743 -0.1 -0.2 -0.1
H -9.8194 15.9406 -15.7067 0.1 0.5 -0.4
H -8.2062 15.7378 -15.9225 0.1 0.4 -0.4
C 13.4777 18.2701 -4.3433 0.5 1.2 2.0
C 12.5456 17.4617 -5.1335 0.2 -1.8 -1.7
C 12.4483 18.1542 -6.4951 -2.1 -0.9 0.0
O 11.5807 17.4020 -7.3744 0.5 -0.6 1.4
C 11.4972 17.9547 -8.6677 1.3 0.5 1.7
N 13.0526 16.0436 -5.3592 -0.8 1.8 0.5
H 13.0009 19.2154 -4.0842 0.2 0.6 -0.5
H 14.4460 18.4235 -4.8197 0.0 0.1 0.0
H 13.6374 17.9013 -3.3301 0.2 -0.6 -0.1
H 11.6041 17.4093 -4.5869 -0.3 -0.1 -0.5
H 13.4485 18.3421 -6.8854 0.3 -0.4 -0.5
H 12.0211 19.1395 -6.3085 -0.2 0.4 -0.2
H 10.9901 17.2994 -9.3759 -0.1 0.2 0.3
H 12.5601 18.0606 -8.8845 0.0 0.4 -1.3
H 11.0527 18.9268 -8.4543 -0.3 0.4 -1.2
H 12.9594 15.6438 -4.4364 0.2 -0.7 0.1
H 14.0409 16.2023 -5.4938 0.5 -0.5 -0.1
C -6.1736 21.1781 5.6489 1.0 -2.1 -0.2
C -7.2016 20.7494 4.6031 -0.7 1.7 1.3
C -7.2078 19.2659 4.3198 -0.6 -0.8 0.5
O -8.2662 18.8615 3.4593 0.9 1.0 0.0
C -8.1203 19.4251 2.1599 -1.2 -1.3 -0.4
N -8.5506 21.1711 5.0052 -0.4 0.3 -0.7
H -6.2542 20.6596 6.6043 -0.8 0.3 0.4
H -5.8971 22.2238 5.7836 -0.5 -0.1 -0.3
H -5.3200 20.6071 5.2835 0.9 0.6 -0.1
H -6.9169 21.3631 3.7484 -0.2 -0.3 -0.5
H -7.4854 18.7700 5.2499 0.4 -0.1 0.3
H -6.2845 18.8235 3.9456 0.4 0.3 0.0
H -7.1031 19.5420 1.7862 0.2 -0.1 0.4
H -8.6829 20.3488 2.0248 0.1 0.2 0.2
H -8.6222 18.6402 1.5941 0.1 0.4 -0.8
H -8.8085 21.1069 5.9796 0.6 -0.2 0.2
H -9.2158 20.6032 4.5001 -0.3 0.0 -0.1
C 0.4300 27.7098 -9.7902 0.8 0.8 0.2
C 1.7688 27.5333 -10.5596 -1.3 -0.2 -1.0
C 2.1873 28.7917 -11.3106 -1.4 1.0 0.5
O 1.1425 29.1478 -12.3048 1.4 -0.5 0.9
C 1.5595 29.9798 -13.3737 -0.1 -1.5 -0.9
N 2.8182 26.9943 -9.6938 -1.0 0.8 0.1
H 0.0704 26.7706 -9.3700 0.1 0.0 -0.1
H -0.3420 28.1562 -10.4170 0.1 -0.3 -0.3
H 0.5648 28.4267 -8.9802 0.1 -0.1 0.3
H 1.4533 26.8604 -11.3569 0.4 -0.6 -0.3
H 3.2013 28.7099 -11.7019 -0.1 -0.1 -0.6
H 2.1935 29.5890 -10.5674 0.2 0.4 0.0
H 2.5989 29.7877 -13.6397 0.5 0.9 0.7
H 1.1923 31.0058 -13.3494 0.6 0.2 0.6
H 1.1458 29.5610 -14.2910 -0.8 -0.1 -0.1
H 3.6782 26.7397 -10.1582 -0.2 -0.2 -0.2
H 2.3634 26.2047 -9.2583 0.7 -0.3 0.3
C -4.3035 22.9411 -15.0499 -0.5 2.4 -0.6
C -5.7607 22.3890 -14.9885 0.6 0.5 -1.1
C -6.6419 22.4169 -16.2764 0.2 0.5 1.6
O -7.9990 22.1710 -15.8874 -0.3 0.6 -2.0
C -8.8393 22.0249 -17.1058 1.1 -1.3 2.0
N -5.5500 21.0500 -14.5825 -0.2 -1.9 0.8
H -3.8302 22.8717 -14.0704 -0.1 -0.3 0.1
H -4.2464 24.0057 -15.2769 -0.3 0.5 0.1
H -3.5918 22.5737 -15.7892 -0.5 -0.9 -0.1
H -6.3112 22.8309 -14.1580 0.0 0.7 -0.3
H -6.2751 21.6486 -16.9571 0.0 -0.2 -0.2
H -6.5578 23.3912 -16.7578 0.0 0.2 -0.2
H -9.8370 21.7801 -16.7414 0.0 0.5 -0.1
H -8.4721 21.1009 -17.5524 0.0 0.1 -0.6
H -8.7993 22.8485 -17.8186 0.0 0.2 0.3
H -4.7459 21.1756 -13.9843 0.0 -1.1 0.5
H -5.2100 20.5058 -15.3625 0.1 -0.2 -0.2
```
Positions in Å, forces in eV/Å.

Values from the calculation:
Orbital gap (eV): 5.26
Calculated total energy (a.u.): -3407.20682
HOMO level (eV): -2.7
ΔE to the lowest compared entry with this formula, charge and spin (kcal per mole): 12.9
Charge: -2

---

Formula: C15H35InN5O5
Source: the Open Molecules 2025 dataset
Level of theory: ωB97M-V/def2-TZVPD

```
61
Properties=species:S:1:pos:R:3:forces:R:3
In -1.6277 -0.3895 0.0216 1.8 0.5 0.0
C 2.1797 -3.7975 -1.0342 0.1 -0.6 -0.9
C 1.1409 -3.3650 -0.0630 -0.5 -0.3 0.6
O 0.3739 -2.4310 -0.4003 -0.5 1.0 -0.3
N 1.0072 -3.9647 1.1099 0.0 0.3 0.3
C 1.7032 -5.0960 1.6859 0.6 -0.7 0.8
H 3.0873 -4.1166 -0.5255 0.1 0.1 -0.1
H 2.3579 -3.0830 -1.8353 0.1 0.5 0.5
H 1.8021 -4.6351 -1.6314 -0.1 -0.3 0.5
H 0.2879 -3.5975 1.7167 -0.2 0.1 -0.3
H 1.8544 -4.9425 2.7574 -0.1 0.4 -0.1
H 2.7113 -5.2514 1.3092 -0.2 0.0 -0.4
H 1.1162 -6.0142 1.6541 0.0 0.0 -0.5
C 2.8036 0.2969 -2.0480 0.5 -0.4 -0.1
C 1.4497 0.1165 -2.6996 1.1 0.2 1.0
O 0.5029 -0.2922 -2.0030 -1.3 0.1 -0.5
N 1.3681 0.4359 -3.9782 -0.8 -0.3 0.6
C 0.1503 0.3004 -4.7793 0.5 0.6 -1.0
H 3.0047 1.3386 -1.8001 -0.2 0.0 0.0
H 3.6031 -0.0555 -2.7034 -0.1 0.2 -0.2
H 2.8668 -0.3184 -1.1544 -0.2 0.2 0.1
H 2.2081 0.8237 -4.3806 -0.1 -0.1 -0.3
H -0.0542 1.2551 -5.2675 0.0 0.1 0.1
H -0.7325 0.0257 -4.2146 0.3 -0.3 0.3
H 0.3662 -0.3940 -5.5901 -0.3 -0.2 0.1
C 2.9578 -0.8792 1.9104 0.7 0.1 0.2
C 1.9562 0.2437 1.9697 0.0 0.1 -0.3
O 0.9292 0.1196 1.2767 -0.6 -0.2 -0.4
N 2.2375 1.2936 2.7321 -0.7 0.0 -0.1
C 1.4301 2.5299 2.7962 1.1 0.0 -0.5
H 3.1546 -1.2069 0.8920 -0.3 0.1 -0.1
H 2.5869 -1.7379 2.4694 0.0 0.1 0.1
H 3.9153 -0.5567 2.3228 0.0 -0.2 0.1
H 3.1847 1.3827 3.0684 0.0 -0.2 0.2
H 0.4755 2.4513 2.2893 0.0 -0.4 0.1
H 2.0680 3.2332 2.2575 -0.4 0.5 0.1
H 1.3165 2.8667 3.8230 -0.1 -0.1 0.0
C -3.6177 1.2652 -4.3163 0.9 -0.2 -0.6
C -2.7575 1.6543 -3.1353 -0.3 0.0 0.6
O -2.4653 0.6822 -2.3896 0.4 -1.0 1.1
N -2.3819 2.8954 -2.8613 -0.6 -0.5 -1.1
C -2.8476 4.0439 -3.6695 -0.1 0.3 0.5
H -3.1200 1.5931 -5.2340 -0.3 0.5 0.0
H -4.6395 1.6286 -4.2328 0.1 0.2 0.0
H -3.6151 0.1823 -4.4230 -0.2 0.0 0.4
H -1.9585 2.9913 -1.9510 0.2 0.5 -0.1
H -3.7043 3.7280 -4.2562 0.0 0.1 0.1
H -2.1145 4.4714 -4.3503 0.3 -0.3 0.2
H -3.1584 4.8312 -2.9866 -0.1 0.0 0.0
C -0.4440 -0.2651 4.5546 -0.4 -0.6 -0.2
C -1.6283 0.3788 3.8699 0.9 0.5 0.3
O -1.5248 0.7183 2.6614 -0.5 -0.6 -1.0
N -2.6602 0.7114 4.6208 -0.1 1.0 0.2
C -3.7857 1.5437 4.1968 -0.8 -1.3 -0.5
H -0.6442 -0.5485 5.5860 0.0 0.2 0.0
H 0.4172 0.3953 4.4931 -0.1 0.1 0.1
H -0.1824 -1.1777 4.0161 0.0 0.0 -0.1
H -2.5705 0.6077 5.6220 0.1 -0.3 0.0
H -4.6126 1.2479 4.8402 0.0 0.4 0.1
H -4.0823 1.2107 3.2027 0.1 0.2 -0.1
H -3.6453 2.6219 4.1884 0.4 -0.1 0.3
```
Positions in Å, forces in eV/Å.

Values from the calculation:
Orbital gap (eV): 3.60
Calculated total energy (a.u.): -1431.60800
HOMO level (eV): -17.9
ΔE to the lowest compared entry with this formula, charge and spin (kcal per mole): 32.7
Charge: +3

---

Formula: C14H39FN2O2P2
Source: the Open Molecules 2025 dataset
Level of theory: ωB97M-V/def2-TZVPD

```
60
Properties=species:S:1:pos:R:3:forces:R:3
C 3.5847 0.0607 5.3320 0.0 0.0 0.0
C 2.6426 0.0986 4.1344 -0.2 0.1 0.0
O 1.6413 -0.9357 4.1837 0.2 -0.3 0.1
P 0.5599 -1.1027 5.3446 0.0 0.1 0.0
F 1.0833 -2.6173 5.6955 0.0 0.0 0.0
P -0.3131 0.9798 5.0818 0.1 -0.1 -0.1
O -0.6721 1.4179 3.7075 0.0 0.1 0.0
H 3.1498 -0.5088 6.1561 0.0 0.0 0.0
H 3.7946 1.0641 5.7013 0.0 0.0 0.0
H 4.5291 -0.4185 5.0798 0.0 0.0 0.0
H 3.1664 -0.0952 3.2019 0.0 0.0 0.0
H 2.1430 1.0640 4.0230 0.0 0.0 0.1
H -0.6662 -1.6389 4.9380 -0.1 0.0 0.0
H 0.7531 -0.7932 6.7119 0.0 0.1 0.0
H -1.3835 0.9262 6.0158 0.0 -0.1 0.0
H 0.5280 1.8621 5.8112 0.0 0.0 0.0
C 1.0762 1.1157 0.9017 -0.1 0.0 0.0
C 1.1583 0.4207 -0.4453 0.0 -0.1 0.0
N 2.3622 0.7507 -1.1893 0.0 0.0 0.1
C 2.3173 0.3400 -2.5812 0.0 0.0 0.0
C 2.2477 -1.1614 -2.8834 0.0 0.0 0.0
C 3.6144 0.5210 -0.4864 0.0 0.0 -0.1
C 3.8568 -0.8767 0.0968 0.0 0.0 0.0
H 1.2205 2.1918 0.7912 0.0 0.0 0.0
H 0.1056 0.9487 1.3692 0.0 0.0 0.0
H 1.8290 0.7392 1.5958 0.0 0.0 0.0
H 0.3133 0.7332 -1.0625 0.0 0.0 0.0
H 1.0369 -0.6646 -0.2890 0.0 0.0 0.0
H 3.1937 0.7649 -3.0784 0.0 0.0 0.0
H 1.4425 0.8248 -3.0264 0.0 0.0 0.0
H 3.1842 -1.6704 -2.6560 0.0 0.0 0.0
H 2.0359 -1.3150 -3.9434 0.0 0.0 0.0
H 1.4535 -1.6466 -2.3138 0.0 0.0 0.0
H 3.6805 1.2465 0.3292 0.0 0.0 0.0
H 4.4199 0.7735 -1.1807 0.0 0.0 0.0
H 3.0101 -1.2070 0.7018 0.0 0.0 0.0
H 4.7367 -0.8572 0.7438 0.0 0.0 0.0
H 4.0286 -1.6280 -0.6729 0.0 0.0 0.0
C -3.3760 0.4392 -0.3732 0.0 0.0 0.0
C -4.1711 0.3040 -1.6635 0.0 0.0 0.0
N -3.4475 0.7951 -2.8240 0.0 -0.1 0.1
C -4.2750 0.9914 -4.0002 0.0 0.0 0.0
C -4.9318 -0.2415 -4.6313 0.0 0.0 0.0
C -2.1403 0.1980 -3.0400 0.0 0.0 -0.1
C -2.0600 -1.3260 -3.1873 0.0 0.0 0.0
H -3.0069 1.4589 -0.2543 0.0 0.0 0.0
H -4.0084 0.1990 0.4820 0.0 0.0 0.0
H -2.5198 -0.2369 -0.3440 0.0 0.0 0.0
H -5.0841 0.9019 -1.5894 0.0 0.0 0.0
H -4.5001 -0.7427 -1.7703 0.0 0.0 0.0
H -3.6600 1.4950 -4.7513 0.0 0.0 0.0
H -5.0626 1.6980 -3.7205 0.0 0.0 0.0
H -4.2054 -0.8892 -5.1207 0.0 0.0 0.0
H -5.6560 0.0728 -5.3853 0.0 0.0 0.0
H -5.4664 -0.8341 -3.8873 0.0 0.0 0.0
H -1.5054 0.4884 -2.2025 0.0 0.0 0.0
H -1.7079 0.6746 -3.9242 0.0 0.0 0.0
H -2.6027 -1.8326 -2.3871 0.0 0.0 0.0
H -1.0169 -1.6432 -3.1274 0.0 0.0 0.0
H -2.4600 -1.6773 -4.1374 0.0 0.0 0.0
```
Positions in Å, forces in eV/Å.

Values from the calculation:
Orbital gap (eV): 8.61
Calculated total energy (a.u.): -1599.33267
HOMO level (eV): -7.9
SMILES: CCO[PH2](F)[PH2]=O.CCN(CC)CC.CCN(CC)CC
Charge: 0